Record 1
{"formula": "C34H65CrN14O4S2", "method": "wB97M-V/def2-TZVPD", "symbols": ["Cr", "S", "S", "O", "O", "O", "O", "N", "N", "N", "N", "N", "N", "N", "N", "N", "N", "N", "N", "N", "N", "C", "C", "C", "C", "C", "C", "C", "C", "C", "C", "C", "C", "C", "C", "C", "C", "C", "C", "C", "C", "C", "C", "C", "C", "C", "C", "C", "C", "C", "C", "C", "C", "C", "C", "H", "H", "H", "H", "H", "H", "H", "H", "H", "H", "H", "H", "H", "H", "H", "H", "H", "H", "H", "H", "H", "H", "H", "H", "H", "H", "H", "H", "H", "H", "H", "H", "H", "H", "H", "H", "H", "H", "H", "H", "H", "H", "H", "H", "H", "H", "H", "H", "H", "H", "H", "H", "H", "H", "H", "H", "H", "H", "H", "H", "H", "H", "H", "H", "H"], "xyz": [[0.30, 0.04, -1.26], [1.77, -1.14, 6.45], [-2.09, 1.67, -2.43], [2.48, -0.53, 5.36], [1.19, -2.45, 6.26], [-0.19, 2.80, 5.95], [0.63, 3.79, 4.22], [0.56, 0.08, 2.47], [0.53, -1.78, -0.89], [-0.34, -3.99, -1.50], [-1.70, -0.67, -1.38], [-0.20, 0.36, 4.55], [0.24, 2.80, 4.82], [-3.01, -2.65, -1.27], [2.40, 0.05, -0.88], [0.53, 2.08, -0.54], [-1.51, 2.82, 0.35], [-0.76, 0.43, -4.90], [0.90, 0.12, -3.26], [1.33, 1.33, -5.23], [0.05, 4.37, -0.33], [-0.67, -0.02, 5.89], [-1.46, 1.41, -5.73], [0.77, 1.38, 2.85], [3.96, -2.18, 7.66], [-0.45, -1.93, 3.51], [0.31, 1.56, 4.11], [2.21, -0.54, -3.29], [-1.84, -1.98, -1.26], [2.63, -1.13, 0.01], [2.83, -1.18, 7.88], [3.12, -0.06, -2.17], [-0.16, 5.35, 0.73], [-1.90, 1.58, 0.98], [-4.77, -0.90, -1.18], [-3.12, -4.09, -1.55], [-4.17, -2.10, -0.54], [0.49, 0.63, -4.43], [-0.29, 3.05, -0.18], [1.31, 1.23, -6.68], [-2.58, 3.81, 0.28], [-1.46, -0.83, -4.74], [-3.83, -1.84, 0.93], [-0.55, -2.73, -0.86], [2.79, 1.28, -0.16], [2.37, 2.19, -4.68], [-0.02, -0.50, 3.51], [1.82, -2.31, -0.49], [0.19, -3.97, -2.84], [0.65, 4.85, -1.56], [1.94, 2.44, -0.64], [0.10, -5.12, -0.70], [0.45, -0.04, 6.93], [-4.10, 0.09, -1.76], [-2.64, 0.26, -1.83], [-4.15, -4.25, -1.88], [-0.94, 6.07, 0.48], [3.97, -0.72, -2.05], [-0.17, -2.35, 2.55], [4.60, -2.19, 8.54], [-2.47, -0.67, -4.37], [-1.53, -2.02, 3.64], [-0.91, -1.45, -4.04], [-0.20, -6.05, -1.18], [1.19, -5.15, -0.55], [3.70, -1.34, 0.08], [-0.38, -5.09, 0.28], [-4.72, -1.53, 1.47], [0.04, -2.49, 4.30], [2.22, 2.69, -1.67], [3.36, 1.76, -4.84], [1.68, 5.18, -1.42], [3.58, -3.18, 7.50], [0.07, 5.71, -1.92], [0.77, 5.89, 0.90], [-0.10, -3.06, -3.35], [-0.79, -2.97, 0.20], [1.73, -3.03, 0.33], [-0.42, 4.85, 1.66], [-5.85, -0.82, -1.13], [-2.12, 1.75, 2.04], [-2.66, 4.40, 1.20], [-2.48, 1.51, -5.36], [1.19, 2.13, 2.20], [-1.53, -1.34, -5.71], [2.18, 3.32, -0.04], [0.75, 0.35, -6.99], [-1.43, 0.68, 6.21], [-1.11, 0.84, 0.92], [-2.93, -4.70, -0.66], [2.21, -1.46, 8.73], [3.51, 0.93, -2.41], [2.72, -0.39, -4.24], [0.87, 0.95, 7.09], [-4.91, -2.89, -0.58], [-1.11, -1.01, 5.79], [3.20, -0.17, 8.01], [-1.49, 1.11, -6.78], [2.34, 1.12, -7.03], [-3.08, -1.04, 1.02], [2.20, 2.33, -3.62], [2.24, -0.86, 0.99], [0.89, 2.12, -7.15], [2.62, 1.12, 0.90], [-3.52, 3.29, 0.12], [-2.45, -4.39, -2.34], [1.29, -4.04, -2.87], [-4.64, 0.93, -2.17], [2.33, 3.16, -5.18], [-2.80, 1.19, 0.51], [-0.19, -4.82, -3.41], [3.85, 1.49, -0.30], [-3.44, -2.74, 1.40], [2.05, -1.62, -3.18], [4.57, -1.89, 6.80], [-0.97, 2.38, -5.65], [0.61, 4.07, -2.32], [0.04, -0.41, 7.87], [-2.41, 4.49, -0.56], [2.33, -2.84, -1.31]], "e_homo_ev": [-12.741, -13.139], "e_lumo_ev": [-5.73, -5.70], "s_squared": 3.794, "total_charge": 2, "multiplicity": 4, "homo_lumo_gap_ev": [7.0, 7.4]}

---

Record 2
{"formula": "C6H6N", "method": "wB97M-V/def2-TZVPD", "symbols": ["N", "C", "C", "C", "C", "C", "C", "H", "H", "H", "H", "H", "H"], "xyz": [[1.74, 0.67, -0.02], [0.80, -0.18, 0.85], [0.75, 1.63, -0.20], [-2.84, -0.07, -0.15], [-1.66, 0.32, 0.11], [1.46, -0.75, -0.43], [-0.42, 0.60, 0.35], [2.67, 1.06, 0.03], [1.01, -0.47, 1.84], [-3.80, 0.30, 0.27], [2.41, -1.44, -0.42], [-2.90, -0.79, -0.95], [0.79, -0.88, -1.29]], "e_homo_ev": -13.798, "e_lumo_ev": -5.55, "de_lowest_kcal_mol": 121.84, "total_charge": 1, "homo_lumo_gap_ev": 8.3}

---

Record 3
{"formula": "C3H10NOPS", "method": "wB97M-V/def2-TZVPD", "symbols": ["S", "P", "O", "N", "C", "C", "C", "H", "H", "H", "H", "H", "H", "H", "H", "H", "H"], "xyz": [[1.66, 2.72, -2.20], [1.01, 0.20, -1.53], [-0.39, 0.45, -1.73], [1.35, 0.40, 0.18], [0.32, 0.57, 1.18], [0.23, 2.80, -2.88], [-1.32, -2.90, 1.83], [0.72, 0.05, 1.98], [-0.55, 2.48, -2.34], [2.32, 0.29, 0.24], [0.14, 3.24, -3.93], [-0.72, -3.57, 1.22], [0.22, 1.59, 1.25], [-0.63, 0.22, 0.85], [-1.56, -3.67, 2.56], [-2.11, -2.74, 1.15], [-0.70, -2.15, 2.16]], "e_homo_ev": -8.608, "e_lumo_ev": -0.78, "de_lowest_kcal_mol": 85.46, "homo_lumo_gap_ev": 7.8}

---

Record 4
{"formula": "C6H12S2", "method": "wB97M-V/def2-TZVPD", "symbols": ["S", "S", "C", "C", "C", "C", "C", "C", "H", "H", "H", "H", "H", "H", "H", "H", "H", "H", "H", "H"], "xyz": [[0.29, -2.23, -0.63], [-1.75, -0.60, 1.67], [0.74, 0.49, -0.34], [1.30, 1.15, 0.96], [-2.48, -2.18, 1.25], [0.07, -0.79, -0.06], [1.83, 0.35, -1.36], [-0.37, 1.46, -0.90], [1.42, 2.15, 0.81], [-0.76, 1.25, -1.99], [2.40, 1.16, -1.16], [-1.23, 1.47, -0.22], [-2.15, -2.98, 2.01], [-0.19, 2.46, -0.89], [2.22, 0.77, 1.29], [2.31, -0.55, -1.09], [0.62, 1.05, 1.76], [-3.62, -2.23, 1.16], [-2.11, -2.48, 0.19], [1.45, 0.30, -2.45]], "e_homo_ev": -8.323, "e_lumo_ev": -0.32, "de_lowest_kcal_mol": 76.64, "homo_lumo_gap_ev": 8.0}